(1)
ORCA calculation (ωB97M-V/def2-TZVPD) on C21H31CdCl5P2 as an isolated structure at a distorted geometry.

## Properties
ΔE to the lowest compared entry with this formula, charge and spin in kJ/mol: 547.7
E in Eh: -3969.76883
Orbital gap (spin up / spin down) in eV: 3.3 / 3.3
LUMO energy (spin up / spin down) in eV: -0.485 / -0.489
HOMO energy (spin up / spin down) in eV: -3.78 / -3.78

Atoms and positions in Å:
H  -4.55144  -1.15010  -1.14909
Cl  6.22424  -2.80095  0.11228
C  -3.29254  -2.39390  -2.91821
H  -0.59102  -2.84772  1.44663
C  0.41149  2.97659  -1.93288
C  -3.43192  0.67962  -0.94136
H  0.07596  1.31713  2.34081
H  2.92399  2.29350  -0.85795
H  0.60752  -1.86214  4.19621
H  -0.67465  3.91915  1.54849
H  -1.97674  -3.61590  -1.44270
H  -0.76143  0.97604  -0.47663
H  -0.64267  3.14879  -2.12348
P  0.95960  -0.96959  1.90281
H  1.01263  0.54585  -0.29399
H  -0.50592  -0.45399  3.96488
H  -4.09521  -0.72005  0.56840
H  0.20699  5.07559  0.59805
H  -1.52110  0.35825  -3.82291
C  -2.24808  -2.56098  -1.72650
H  -1.99979  1.83158  -1.99247
C  -0.29716  4.10715  0.53998
P  0.74057  2.84600  -0.17987
H  -2.01677  -1.83969  0.27413
H  -4.33078  -2.78487  -2.78271
C  2.53254  2.91730  -0.04166
C  3.54257  -0.15571  2.59184
C  -0.19202  0.58940  1.56171
H  2.94083  2.58261  0.92252
C  5.14532  -1.82717  1.05272
H  -0.91792  -2.02129  3.22255
Cd  -0.59982  -1.61714  -2.80495
Cl  7.10523  -2.09854  2.99374
H  1.15732  -3.22873  1.25989
C  2.86365  -0.90553  1.60457
C  -3.31056  -0.91735  -3.43852
C  -0.05413  -1.34694  3.47084
H  -2.88696  -3.05500  -3.69087
H  -1.27396  0.30832  1.76088
H  -3.27329  -0.86503  -4.54546
H  -4.39938  1.11665  -1.29736
H  2.83855  3.96289  -0.19844
C  -2.06752  -0.09787  -2.97739
H  -1.17383  4.30653  -0.08448
C  -3.72429  -0.81274  -0.49653
C  5.63858  -1.43265  2.34132
C  3.77906  -1.59197  0.70857
C  4.81330  -0.57032  3.11724
Cl  3.21481  -2.20618  -0.77663
H  0.77606  2.07574  -2.42109
C  0.37574  -2.48765  1.04961
H  -4.26203  -0.46635  -3.09806
Cl  5.23100  -0.22092  4.76130
H  0.96015  3.84174  -2.28741
C  -2.33996  0.79773  -1.94326
H  -3.24187  1.28139  -0.02095
C  -2.58979  -1.77066  -0.64257
H  0.26461  -2.43131  -0.03956
C  0.14440  1.09653  0.15425
Cl  2.75786  1.17485  3.37972

Mulliken charges in e: 0.30, -0.22, -0.97, 0.51, -1.53, -0.83, 0.74, 0.43, 0.35, 0.38, 0.77, -2.11, 0.39, 0.49, 0.15, 0.36, 0.41, 0.43, 1.08, -0.82, 0.37, -1.37, 1.29, 0.14, 0.35, -1.04, -0.23, -0.96, 0.16, 0.14, 0.38, -0.17, -0.22, 0.47, 0.30, -0.54, -1.54, 0.30, 0.48, 0.36, 0.41, 0.45, -1.43, 0.42, -1.12, -0.03, 0.26, -0.05, -0.21, 0.42, -1.35, 0.26, -0.22, 0.53, 0.36, 0.35, 0.46, 0.10, 1.68, -0.24

=====

(2)
ORCA calculation (ωB97M-V/def2-TZVPD) on a 9-piece molecular cluster, C42H107N5O12S4 overall at a distorted geometry.

## Properties
ΔE to the lowest compared entry with this formula, charge and spin in kJ/mol: 298.8
SMILES string: CCOS(C)(=O)=O.CCOS(C)(=O)=O.CCOS(C)(=O)=O.CCOS(C)(=O)=O.CCN(CC)CC.CCN(CC)CC.CCN(CC)CC.CCN(CC)CC.CCN(CC)CC
E in Eh: -4433.60806
Orbital gap in eV: 8.0
LUMO energy in eV: 0.248
HOMO energy in eV: -7.75

Atoms and positions in Å:
C  4.92357  -0.83530  0.71327
H  0.19469  5.68938  4.06215
H  3.76409  4.10134  1.82646
O  1.02859  4.11816  5.04942
C  -4.77716  2.87919  -0.85096
H  2.77047  -8.20120  -2.45521
C  -4.06382  5.27392  -1.05191
C  1.05949  2.73742  -2.14428
N  -3.94735  3.96596  -0.33764
H  2.22652  -0.60972  2.56253
H  -3.53379  -1.69287  -2.96634
H  5.14058  -1.88984  0.88333
C  2.85319  1.22828  1.71506
C  2.54940  4.25456  -3.47713
N  1.52499  4.12259  -2.41155
H  -0.30297  -1.77184  -6.32906
H  -0.81471  0.24312  -1.22250
C  1.12920  -2.10648  -1.75171
O  0.04374  -0.63577  0.34905
C  -3.29300  -2.51328  5.22700
H  -5.78530  3.28891  -0.91332
H  5.41862  4.46708  1.73500
S  5.22960  -5.60503  0.90880
H  5.60886  -0.36963  0.00500
H  -3.53147  6.64611  0.55888
C  -1.64125  -0.17225  -4.73359
O  2.86942  -5.39833  -3.11035
H  -5.46763  -3.00571  1.87886
H  -3.45008  -3.56446  4.98520
O  5.12629  -4.92461  2.20469
C  -4.31810  -1.69058  3.14528
H  -3.27193  7.29459  -1.03865
C  1.42155  -6.53876  1.06888
H  -2.01391  -1.61326  2.30793
H  -0.31245  2.88632  3.04165
N  -3.23120  -1.62374  4.06537
S  1.17971  4.51356  6.67499
H  0.90688  0.60659  2.47926
N  -1.03733  -1.48500  -4.43229
C  -2.26574  -0.05558  -6.14804
H  2.02280  6.40866  5.53634
H  4.86054  3.62641  3.17945
C  2.37436  -8.07300  -3.46256
C  -3.17583  6.38946  -0.43899
H  -5.17687  -1.24701  3.64912
H  -4.80597  2.03629  -0.16045
H  -4.06261  -1.16938  2.22269
H  -4.85087  3.12457  -2.96453
H  1.90181  0.71400  -1.79952
H  0.87472  6.04605  0.36901
H  0.48434  2.68593  -1.21980
C  -1.61248  1.00073  0.60810
H  0.04750  4.61666  -0.10119
H  -5.33152  4.37367  2.79102
C  4.96115  -4.36676  -0.52378
H  1.43482  4.41293  -5.35842
H  -1.43823  -3.52964  -4.24444
C  -4.33797  -1.97916  6.34589
C  -1.10623  -0.10696  -0.23227
H  -2.36801  -2.48217  5.80277
H  -1.07285  4.22390  2.31762
H  -1.89982  0.50063  1.53299
C  1.36142  6.29393  6.39512
H  2.08747  -1.18351  -5.67879
C  -0.67592  -1.41048  4.00759
C  -0.19106  3.96045  2.90169
H  2.68861  1.55622  -3.01826
H  2.54521  -5.73656  -0.62387
H  -5.11153  5.57266  -1.01800
C  -4.36341  2.44797  -2.26260
H  -6.07513  4.06202  1.22664
C  2.14197  3.73806  -4.87613
H  -5.22729  5.60467  1.63310
H  3.00717  1.95595  -1.30811
H  3.49717  3.86276  -3.10790
H  -2.61276  -2.73777  -5.21316
C  4.95567  -0.09547  2.04084
C  0.72211  5.38313  -0.48266
H  0.60357  -5.82574  0.96580
H  0.32110  -1.56859  -2.24743
H  5.86591  -3.80320  -0.75161
H  -2.73624  -0.98273  -6.47531
H  -1.06239  -6.41176  -0.70540
O  1.60612  -2.55079  0.85428
H  4.57814  -0.78598  2.79500
H  -3.27797  2.51466  -2.33658
H  1.89389  6.57071  7.30505
H  -1.69482  -5.04742  -1.45643
C  4.73885  3.69646  2.09853
H  5.99835  0.07331  2.30998
H  0.35335  6.69246  6.28085
H  0.53532  -2.73432  -5.20970
C  -1.58986  -6.12088  -1.61384
C  1.97350  0.44781  2.63802
H  -2.39500  0.06544  -3.98295
C  -4.76854  -3.08834  2.71105
H  0.19199  -1.79945  3.47510
H  6.14206  2.03152  1.61699
H  -3.54261  -3.41996  -3.00860
S  1.83506  -6.27739  -3.62434
H  1.89058  2.67866  -4.92674
H  2.53853  4.16384  -0.45943
H  2.43562  2.23290  1.64808
O  3.83112  -6.45931  0.70033
C  -5.21500  4.51797  1.71691
H  -0.58456  -1.54527  5.08536
H  2.20389  0.74034  3.66246
O  -0.67668  -3.14890  0.04125
H  1.42477  -0.70889  -4.07227
C  2.23494  1.72328  -2.04134
O  1.37025  -6.04125  -4.97758
H  -1.43330  0.12650  -6.82774
C  1.22489  -0.79049  -5.14067
O  2.43147  3.95392  7.18218
C  -1.97472  -2.58589  -4.34257
C  -2.87721  -2.55806  -3.05833
H  0.72714  4.18416  2.35857
H  -1.88912  -0.85736  -0.34218
H  2.47983  -4.72437  0.74670
H  4.13227  -3.71657  -0.24398
H  3.05936  -8.33159  -4.27003
H  -0.80496  -7.62788  -3.05132
H  3.01944  3.86461  -5.51026
H  -3.89394  2.88199  1.53731
H  0.12320  5.87985  -1.24599
H  -1.01955  4.59471  4.82091
H  -4.10222  -0.95761  6.64417
H  -2.22657  -2.69513  -2.19462
H  -5.34100  -1.99052  5.91939
H  1.11144  -7.41005  0.49200
H  -3.95185  -3.75474  2.43350
H  -0.68534  -0.32658  3.89292
H  1.68755  -6.77930  2.09821
S  0.44856  -2.24851  0.00876
H  2.77125  0.81944  0.70797
H  2.69334  5.57483  -1.41446
H  -0.88306  0.59338  -4.56905
H  -5.33762  -3.59903  3.48787
C  -4.00050  3.90177  1.16746
O  -0.08376  4.30186  7.37466
H  0.33728  2.37129  -2.87399
H  2.81957  5.30337  -3.60007
N  4.31692  1.22573  2.08079
O  0.60455  -6.23395  -2.45256
C  -0.07150  4.65650  4.28662
H  -2.57018  -6.59741  -1.61127
H  -0.95939  -6.04464  -3.75112
H  -0.83155  1.72367  0.84390
O  6.36589  -6.47131  0.61591
C  5.08231  2.26130  1.50649
H  2.08932  -1.59047  -1.74798
H  -2.40499  1.67898  0.29188
H  -1.90467  -3.03693  3.21877
H  -2.99271  0.75659  -6.14569
H  3.94804  -0.91871  0.23424
H  -4.36355  -2.62993  7.21992
H  -3.11882  4.48890  1.42444
H  0.99152  0.17369  -5.59234
H  -3.79798  5.15442  -2.10221
H  4.93421  2.24360  0.42675
H  -2.14405  6.03901  -0.41225
H  4.73531  -4.91019  -1.44127
C  -1.94063  -1.95436  3.34059
H  -4.64325  1.45107  -2.60316
H  1.25341  -3.16142  -1.99617
C  2.58845  -5.77164  0.46471
H  1.51948  -8.74178  -3.56269
C  1.97561  4.80134  -1.14120
C  0.08334  -1.74753  -5.31011
C  -0.71290  -6.56544  -2.82586

Here are the Mulliken charges for atoms 1 to 99, given in e: -0.26, 0.36, 0.10, -0.19, -0.91, 0.29, -0.62, -0.04, 0.64, 0.07, 0.28, 0.21, 1.21, -0.61, 0.30, 0.56, -0.05, 0.02, 0.71, -0.40, 0.54, 0.45, 1.17, 0.38, 0.22, -0.43, -0.50, 0.44, 0.39, -0.60, -0.14, 0.45, -1.05, -0.12, -0.07, 0.17, 1.10, -0.40, 1.03, -1.45, 0.29, 0.38, -1.01, -1.00, 0.51, 0.43, -0.08, 0.43, -0.51, 0.53, -0.56, -0.25, -0.09, 0.45, -0.41, 0.35, 0.05, -1.33, 0.24, 0.33, -0.39, 0.00, -0.96, 0.50, -0.63, 0.71, 0.48, 0.05, 0.41, -1.28, 0.28, -1.09, 0.25, -0.21, 0.44, 0.33, -1.18, -1.05, 0.11, -0.41, 0.51, 0.27, 0.14, -0.89, 0.35, 0.15, 0.42, -0.12, -1.26, 0.57, 0.33, 0.20, -0.66, -0.79, 0.40, -1.28, 0.04, 0.57, 0.51

=====

(3)
ORCA calculation (ωB97M-V/def2-TZVPD) on an isolated ion of composition C4H13N2 and charge +1 at a distorted geometry.

## Properties
ΔE to the lowest compared entry with this formula, charge and spin in kJ/mol: 214.3
SMILES string: C[NH2+][C@H](C)CN
E in Eh: -269.41908
Orbital gap in eV: 11.9
LUMO energy in eV: -2.942
HOMO energy in eV: -14.81
Total charge: +1

Atoms and positions in Å:
N  0.01064  0.52974  -1.78243
C  1.09124  0.52364  -0.92232
H  1.28863  1.87668  1.66583
H  1.16827  -0.76043  0.95335
C  -1.04368  -1.79858  -0.07606
H  -0.73506  -1.92506  -1.16388
C  0.56957  0.11135  0.53046
H  -1.54914  -0.20382  1.02810
C  0.42875  1.26758  1.66980
H  0.22334  -0.28317  -2.39904
N  -0.92670  -0.38795  0.25993
H  1.64879  1.45889  -0.66434
H  -2.04217  -2.09162  0.18418
H  -0.50127  1.96599  1.47339
H  1.84174  -0.21654  -1.06117
H  -1.00793  0.14604  -0.78412
H  -0.39458  -2.28928  0.65862
H  0.27884  0.68077  2.63542
H  -0.34928  1.39575  -2.20571

Mulliken charges in e: -0.53, -0.54, 0.41, 0.32, -0.84, 0.23, 0.10, 0.32, -1.27, 0.30, -0.27, 0.30, 0.36, 0.34, 0.30, 0.49, 0.35, 0.35, 0.28

=====

(4)
ORCA calculation (ωB97M-V/def2-TZVPD) on C5H9NO as an isolated structure at a distorted geometry.

## Properties
ΔE to the lowest compared entry with this formula, charge and spin in kJ/mol: 641.1
E in Eh: -325.69337
Orbital gap (spin up / spin down) in eV: 8.9 / 8.9
LUMO energy (spin up / spin down) in eV: -0.536 / -0.531
HOMO energy (spin up / spin down) in eV: -9.39 / -9.38

Atoms and positions in Å:
H  -2.46789  -1.16799  0.28241
C  1.09053  0.55265  0.41318
O  2.41650  -1.09093  0.32714
H  -0.44853  2.06025  -0.12417
H  -2.72303  0.58427  0.13952
H  -1.60477  -0.05579  1.35794
H  2.05332  1.05419  0.41691
H  0.73608  0.38058  1.42771
H  0.50078  1.42001  -1.48371
H  -1.24274  -0.23928  -1.69535
C  -0.84700  -0.08619  -0.68564
C  -1.97666  -0.19228  0.33710
C  0.27627  -1.02703  -0.39001
C  0.04158  1.16043  -0.52469
N  0.87385  -2.06085  -0.46138
H  3.32172  -1.29204  0.66305

Mulliken charges in e: 0.36, -0.59, -0.56, 0.31, 0.36, 0.30, 0.31, 0.27, 0.28, 0.35, 0.49, -1.35, 0.23, -0.50, -0.48, 0.20